# 1
19
Properties=species:S:1:pos:R:3:forces:R:3 method="wB97M-V/def2-TZVPD" lumo_energy_ev=0.802 multiplicity=1 smiles="CCNC(=O)CCO" molar_mass_g_mol=117.15 relative_energy_ev=1.902
C -3.00994 0.95131 0.61028 1.2008 -1.4718 -1.7197
C -1.52495 1.36281 0.19642 -1.0048 0.3162 1.5447
N -0.53610 0.24274 0.44655 -0.9705 1.1382 0.1236
C 0.26132 -0.33858 -0.52332 1.3599 -1.6370 1.0579
O 0.41577 0.02102 -1.65533 -1.2677 1.6448 -1.6488
C 1.23716 -1.52899 -0.21903 -1.5303 -0.2855 1.7845
C 2.59348 -0.87272 -0.05676 0.2529 2.9212 0.2031
O 3.27861 -0.54648 -1.26100 2.0418 -0.9120 2.0779
H -3.56901 0.46162 -0.22824 0.6822 0.2322 0.4950
H -2.87324 0.16191 1.36947 -0.6291 0.7190 0.1588
H -3.61470 1.81275 0.85409 0.1008 0.1357 0.6576
H -1.34937 2.22537 0.90616 0.5867 -0.9411 -0.7710
H -1.52596 1.78934 -0.80333 0.5370 -0.4991 -0.1108
H -0.41884 0.11047 1.47086 0.2542 -0.4955 -1.5624
H 1.15066 -2.31154 -1.03696 0.2406 1.1615 0.9675
H 0.94353 -1.99236 0.75853 0.3781 0.0470 -0.7040
H 2.48187 0.12244 0.50015 -0.7879 -0.6418 -0.8146
H 3.27866 -1.22005 0.71042 0.3729 -1.5739 -0.7107
H 2.78105 -0.45109 -2.03895 -1.8179 0.1419 -1.0287

# 2
10
Properties=species:S:1:pos:R:3:forces:R:3 method="wB97M-V/def2-TZVPD" lumo_energy_ev=-0.917 multiplicity=1 smiles="O=[N+]([O-])C=C(Cl)Cl.ClCl" molar_mass_g_mol=212.85 relative_energy_ev=1.335
O 1.33144 -0.61154 -0.89690 -0.5616 -0.0588 0.8659
N 0.10716 -0.69785 -0.87468 1.5658 0.6265 0.0889
O -0.51976 -1.03964 -1.83335 -1.2615 -0.4994 -0.6753
C -0.58128 -0.28706 0.34378 1.2275 0.2677 2.8804
C -1.87393 0.04540 0.40269 0.3729 -0.1358 0.3346
Cl -2.98319 0.00814 -0.83886 -0.6035 -0.0276 -1.0209
Cl -2.61065 0.57585 1.86714 0.4976 -0.0544 0.2467
H 0.05744 -0.21283 1.35004 -1.3029 -0.2444 -2.8438
Cl 4.21384 0.89700 -0.45820 -0.1187 0.0044 0.0869
Cl 2.85894 1.32254 0.93833 0.1845 0.1219 0.0365

| no. | gap between HOMO and LUMO (eV) | HOMO level (eV) |
| --- | --- | --- |
| 1 | 10.21 | -9.40 |
| 2 | 9.76 | -10.68 |